Entry from OMol25: C11H23BrIrNO2P2 as an isolated structure in a non-equilibrium geometry (ωB97M-V with the def2-TZVPD basis set).

Each line ends with the Mulliken charge.
Geometry (Å):
Ir1 -0.1687 0.2759 -0.3657  1.403
P1 -0.3680 -1.8434 -1.1547  0.371
C1 -2.1236 -1.6097 -1.5432  -0.794
C2 -2.9227 -0.7751 -0.6390  0.804
N1 -2.2156 0.2044 -0.0227  -0.407
C3 -2.8284 1.1609 0.7171  0.716
C4 -4.1990 1.0853 0.9302  -0.879
C5 -4.9858 0.1229 0.2582  -0.492
C6 -4.3283 -0.8333 -0.5893  -0.863
C7 -1.9230 2.1954 1.2965  -1.085
P2 -0.2741 2.3584 0.4683  0.442
H1 -4.8587 -1.6128 -1.1487  0.534
H2 -4.6609 1.8776 1.5381  0.504
H3 -6.0652 0.1010 0.3347  0.500
H4 -2.4091 3.1687 1.2673  0.637
H5 -1.7316 1.9008 2.3324  0.406
H6 -2.0786 -0.8347 -2.5798  -0.053
H7 -2.6162 -2.5513 -1.7454  0.869
H8 -1.1112 0.2972 -3.5141  0.510
O1 -2.1027 -0.1082 -3.5698  -0.584
H9 -2.2533 -0.7042 -4.3257  0.396
H10 0.1975 0.7700 -2.1092  -0.158
O2 0.0001 0.8321 -3.1868  -0.593
H11 0.0763 1.7177 -3.6161  0.387
C8 -0.5595 3.5744 -0.8412  -1.204
H12 -1.0830 4.4401 -0.4235  0.466
H13 0.4025 3.8990 -1.2498  0.409
H14 -1.1300 3.1217 -1.6613  0.322
C9 0.9246 2.9726 1.6565  -1.093
H15 1.8980 3.0824 1.1716  0.398
H16 0.6219 3.9539 2.0315  0.419
H17 1.0459 2.2851 2.4969  0.432
C10 -0.4060 -3.1808 0.0334  -1.152
H18 -0.8193 -4.0994 -0.3880  0.440
H19 0.6271 -3.3469 0.3366  0.441
H20 -0.9891 -2.8997 0.9113  0.433
C11 0.6026 -2.3600 -2.5934  -1.080
H21 1.5589 -2.7177 -2.1860  0.420
H22 0.1358 -3.1993 -3.1262  0.440
H23 0.7925 -1.5329 -3.2973  0.326
Br1 0.8616 -0.5722 1.6712  0.011

Results
Lowest unoccupied orbital energy (spin up / spin down) ... -10.08 / -14.17 eV
Net charge ... +3
Spin multiplicity ... 6
DFT total energy ... -3998.02312 Eh

***

Entry from OMol25: C11H23BrNO2P2Sm as an isolated structure in a non-equilibrium geometry (ωB97M-V with the def2-TZVPD basis set).

Each line ends with the Mulliken charge.
Geometry (Å):
Sm1 -0.2709 -0.0454 0.3290  1.093
P1 1.7922 1.8674 0.8564  0.455
C1 2.7976 1.7175 -0.7017  -1.019
C2 2.4583 0.6680 -1.7552  0.389
N1 1.4696 -0.2476 -1.5598  -0.113
C3 1.2373 -1.2415 -2.4525  0.838
C4 2.1364 -1.4558 -3.4973  -0.764
C5 3.0873 -0.4793 -3.7704  -0.435
C6 3.2421 0.5750 -2.8993  -0.572
C7 0.0796 -2.2099 -2.3041  -1.415
P2 -1.6005 -1.7387 -1.6426  0.601
H1 3.9376 1.3980 -3.1128  0.430
H2 2.0709 -2.3174 -4.1631  0.460
H3 3.8565 -0.6324 -4.5648  0.394
H4 -0.2644 -2.6170 -3.2656  0.484
H5 0.4095 -3.0395 -1.6659  0.470
H6 2.6162 2.7173 -1.0817  0.453
H7 3.8571 1.6533 -0.3538  0.599
H8 -1.2235 4.3767 -2.8696  0.282
O1 -1.0257 4.5945 -3.8257  -0.592
H9 -0.0333 4.4470 -3.8149  0.317
H10 -3.3298 2.2746 0.6473  0.482
O2 -2.1913 1.0690 0.0107  -0.591
H11 -2.5062 1.9771 -0.3739  0.274
C8 -2.2461 -1.0289 -3.1961  -1.183
H12 -1.8635 -1.6417 -4.0190  0.428
H13 -3.3417 -0.9856 -3.1835  0.398
H14 -1.8470 -0.0118 -3.2886  0.321
C9 -2.3927 -3.3884 -1.4435  -1.127
H15 -3.3885 -3.2902 -0.9825  0.380
H16 -2.5045 -3.9141 -2.4075  0.373
H17 -1.7722 -3.9956 -0.7597  0.372
C10 3.1621 1.8640 2.0461  -1.243
H18 3.6883 2.8180 2.0553  0.391
H19 2.8682 1.6026 3.0744  0.375
H20 3.8523 1.1011 1.6923  0.398
C11 1.2213 3.6410 0.8590  -1.184
H21 0.4836 3.8801 1.6471  0.394
H22 2.0882 4.3076 1.0128  0.396
H23 0.7333 3.9159 -0.0919  0.336
Br1 -1.5787 -1.1197 2.4057  -0.346

Results
Lowest unoccupied orbital energy (spin up / spin down) ... -10.69 / -9.88 eV
Net charge ... +2
Spin multiplicity ... 6
DFT total energy ... -4552.20125 Eh